{"formula": "C49H80InNO24P", "method": "wB97M-V/def2-TZVPD", "homo_lumo_gap_ev": 4.38, "largest_force_ha_per_bohr": 0.0684, "homo_energy_ha": -0.114, "charge": -1, "elements": ["C", "C", "P", "C", "C", "In", "C", "C", "C", "O", "C", "C", "O", "O", "N", "O", "H", "H", "H", "H", "H", "H", "H", "H", "H", "H", "H", "H", "H", "H", "H", "H", "H", "H", "H", "H", "O", "C", "O", "C", "C", "C", "H", "H", "H", "H", "H", "H", "O", "C", "O", "C", "C", "C", "H", "H", "H", "H", "H", "H", "O", "C", "O", "C", "C", "C", "H", "H", "H", "H", "H", "H", "O", "C", "O", "C", "C", "C", "H", "H", "H", "H", "H", "H", "O", "C", "O", "C", "C", "C", "H", "H", "H", "H", "H", "H", "O", "C", "O", "C", "C", "C", "H", "H", "H", "H", "H", "H", "O", "C", "O", "C", "C", "C", "H", "H", "H", "H", "H", "H", "O", "C", "O", "C", "C", "C", "H", "H", "H", "H", "H", "H", "O", "C", "O", "C", "C", "C", "H", "H", "H", "H", "H", "H", "O", "C", "O", "C", "C", "C", "H", "H", "H", "H", "H", "H"], "xyz": [[5.4041, 4.8093, -0.7396], [5.3147, 3.5059, -1.5725], [3.6044, 3.1466, -2.2183], [3.2123, 4.1127, -3.7592], [3.7439, 5.5632, -3.8127], [1.8296, 3.3952, -0.4458], [-0.2146, 2.8454, -1.1285], [-1.2833, 2.8563, -0.0281], [1.9886, 5.4557, 0.4382], [0.7162, 6.1627, 0.6066], [0.3936, 6.9029, -0.4426], [-0.8587, 6.5249, -1.1897], [1.0186, 7.8414, -0.7709], [2.4076, 2.0046, 1.1072], [2.6692, 0.8455, 0.5488], [1.7858, 0.5591, -0.2218], [6.4475, 5.0195, -0.4852], [4.8216, 4.6794, 0.1683], [5.0123, 5.6679, -1.2762], [6.0931, 3.4593, -2.3304], [5.5474, 2.7078, -0.8686], [3.6504, 3.5694, -4.5934], [2.1341, 4.1325, -3.8911], [3.7051, 6.0851, -2.8627], [3.0738, 6.1206, -4.4743], [4.7194, 5.6367, -4.2848], [-0.4733, 3.4649, -1.9910], [-0.1505, 1.8270, -1.5101], [-1.0381, 2.1502, 0.7493], [-2.2225, 2.4917, -0.4719], [-1.5118, 3.8411, 0.3659], [2.5288, 5.3988, 1.3824], [2.6389, 6.0415, -0.2122], [-0.6900, 5.6303, -1.7872], [-1.1673, 7.3034, -1.8711], [-1.6484, 6.2943, -0.4805], [2.2616, -3.3239, -4.6518], [2.4774, -3.3495, -3.4723], [3.5313, -4.0123, -2.9396], [3.4589, -3.9602, -1.4896], [2.5790, -2.7552, -1.1854], [1.6400, -2.7393, -2.3842], [3.0156, -4.8956, -1.1360], [4.4596, -3.8672, -1.0746], [2.0666, -2.8298, -0.2289], [3.1755, -1.8427, -1.1728], [0.7712, -3.3795, -2.2346], [1.3333, -1.7293, -2.6449], [-1.3123, 2.9077, 2.9527], [-1.6586, 1.9304, 3.5366], [-2.7954, 1.8669, 4.2808], [-2.8759, 0.5923, 4.9472], [-1.9927, -0.3390, 4.1297], [-0.9150, 0.6121, 3.6118], [-2.5192, 0.7129, 5.9704], [-3.9088, 0.2627, 4.9742], [-1.6041, -1.1771, 4.7059], [-2.5591, -0.7439, 3.2896], [-0.0870, 0.7151, 4.3145], [-0.5445, 0.3210, 2.6325], [0.6399, 6.0451, -5.6602], [0.5802, 7.2228, -5.4925], [1.5587, 8.0804, -5.8825], [1.2447, 9.4132, -5.4472], [-0.2626, 9.4224, -5.2411], [-0.5302, 7.9881, -4.7978], [1.7914, 9.6147, -4.5236], [1.5636, 10.1240, -6.2072], [-0.5949, 10.1752, -4.5281], [-0.7663, 9.6147, -6.1908], [-0.4253, 7.8738, -3.7200], [-1.5051, 7.6363, -5.1234], [-4.9865, 0.7238, 7.1309], [-4.9793, 1.9111, 7.2689], [-3.9448, 2.6892, 6.8956], [-4.1823, 4.0517, 7.2838], [-5.6908, 4.1613, 7.4397], [-6.0641, 2.7571, 7.9068], [-3.6520, 4.2429, 8.2197], [-3.7930, 4.7174, 6.5178], [-5.9966, 4.9528, 8.1218], [-6.1496, 4.3584, 6.4699], [-5.9995, 2.6537, 8.9914], [-7.0477, 2.4556, 7.5554], [6.8087, -5.9315, -2.8957], [6.4236, -6.0927, -4.0170], [6.6292, -7.2403, -4.7102], [6.1418, -7.0895, -6.0580], [5.1282, -5.9641, -5.9900], [5.6917, -5.0872, -4.8785], [6.9890, -6.8516, -6.7083], [5.6944, -8.0230, -6.3893], [4.9943, -5.4469, -6.9389], [4.1626, -6.3605, -5.6851], [6.4065, -4.3577, -5.2577], [4.9006, -4.5998, -4.3164], [-5.5123, -3.2177, 4.4889], [-6.2086, -3.1915, 5.4557], [-6.5184, -4.3046, 6.1784], [-7.4594, -3.9660, 7.2122], [-7.2900, -2.4722, 7.4296], [-6.9081, -1.9830, 6.0433], [-8.4635, -4.2241, 6.8659], [-7.2377, -4.5447, 8.1070], [-8.1797, -1.9933, 7.8341], [-6.4652, -2.2897, 8.1217], [-7.7863, -1.7525, 5.4380], [-6.2392, -1.1281, 6.0868], [-9.7766, 0.0376, 6.8577], [-10.4668, 0.0315, 7.8283], [-10.7548, -1.0960, 8.5277], [-11.6942, -0.7973, 9.5750], [-11.5488, 0.6953, 9.8281], [-11.1809, 1.2193, 8.4429], [-12.6951, -1.0650, 9.2293], [-11.4556, -1.3922, 10.4535], [-12.4436, 1.1488, 10.2504], [-10.7236, 0.8751, 10.5190], [-12.0633, 1.4475, 7.8436], [-10.5238, 2.0825, 8.4927], [7.4113, 1.1074, -2.6464], [8.3765, 0.4250, -2.5275], [8.3828, -0.7608, -1.8600], [9.7226, -1.2734, -1.7845], [10.4716, -0.6087, -2.9308], [9.7756, 0.7449, -3.0212], [10.1394, -1.0139, -0.8086], [9.6994, -2.3526, -1.8746], [11.5457, -0.5439, -2.7620], [10.3104, -1.1685, -3.8547], [10.2260, 1.4778, -2.3504], [9.7479, 1.1281, -4.0370], [-0.6542, -4.9626, -2.6935], [-0.9028, -5.1206, -3.8494], [-0.5529, -6.2381, -4.5370], [-0.8870, -6.0792, -5.9286], [-1.9689, -5.0108, -5.9590], [-1.5841, -4.1339, -4.7710], [0.0128, -5.7755, -6.4676], [-1.2315, -7.0309, -6.3276], [-2.0182, -4.4770, -6.9061], [-2.9448, -5.4655, -5.7788], [-0.8653, -3.3606, -5.0486], [-2.4508, -3.6903, -4.2898], [3.3959, -8.6143, -5.4816], [2.8989, -8.6257, -4.3933], [2.6206, -9.7649, -3.7168], [1.9296, -9.4477, -2.4928], [2.2872, -8.0009, -2.1935], [2.4502, -7.4186, -3.5918], [0.8582, -9.5856, -2.6550], [2.2567, -10.1269, -1.7086], [1.5422, -7.4898, -1.5856], [3.2410, -7.9565, -1.6642], [1.5031, -7.0581, -3.9970], [3.1989, -6.6304, -3.6211]], "forces_ev_per_angstrom": [[0.4, -0.4, -0.5], [-0.5, 1.1, 0.6], [0.0, -1.7, -0.2], [1.0, 0.9, 0.7], [-1.0, 0.1, -0.8], [-0.9, 0.8, -0.5], [0.5, 0.1, 0.2], [-0.5, -0.2, -1.4], [0.7, -0.6, 0.0], [-0.2, -1.0, 0.4], [-1.7, -1.1, 0.2], [-0.2, -0.5, 0.4], [2.0, 2.6, -1.2], [1.5, 0.0, 0.4], [-1.4, 0.9, 0.6], [0.4, -1.4, -0.8], [0.0, 0.1, 0.2], [0.0, 0.1, 0.2], [0.0, 0.1, 0.0], [-0.1, 0.0, -0.3], [-0.1, -0.4, -0.2], [-0.1, -0.1, -0.1], [-0.1, -0.2, 0.1], [0.2, -0.1, 0.2], [0.1, 0.1, -0.1], [0.3, -0.1, 0.3], [-0.2, 0.1, 0.1], [0.2, 0.0, -0.1], [0.2, 0.1, 0.4], [-0.1, 0.0, 0.1], [0.3, 0.1, 0.4], [-0.4, 0.3, 0.3], [-0.1, 0.2, -0.1], [0.1, -0.2, 0.1], [0.0, 0.4, 0.1], [-0.2, -0.1, 0.0], [0.2, -0.3, -0.3], [-0.5, 0.1, 0.1], [-0.1, 0.0, 0.4], [-0.1, 0.1, 0.2], [0.0, 0.1, 0.0], [0.3, 0.3, 0.4], [0.0, 0.0, -0.1], [0.1, -0.1, -0.3], [0.0, 0.0, 0.0], [0.0, 0.0, 0.0], [-0.1, 0.1, 0.0], [-0.1, -0.1, -0.1], [-0.3, 0.5, 0.2], [0.5, -0.2, 0.1], [-0.1, -0.1, -0.1], [0.1, -0.2, -0.2], [0.2, 0.0, -0.1], [-0.5, -0.4, 0.0], [0.0, 0.0, 0.0], [-0.1, 0.2, 0.0], [0.0, 0.0, 0.1], [0.0, 0.0, 0.0], [0.1, 0.1, -0.1], [0.2, 0.2, 0.0], [0.2, -0.2, -0.3], [-0.2, -0.1, 0.5], [-0.1, 0.1, -0.1], [0.0, 0.2, 0.1], [-0.2, 0.0, 0.1], [0.0, 0.5, -0.4], [0.0, 0.0, 0.0], [0.1, -0.1, -0.1], [0.1, 0.0, 0.0], [0.0, 0.0, 0.0], [0.1, -0.1, 0.0], [0.0, -0.3, 0.2], [0.0, -0.3, 0.0], [-0.2, 0.0, 0.3], [-0.1, 0.0, 0.1], [0.0, 0.3, 0.0], [-0.2, 0.0, 0.1], [0.0, 0.5, -0.4], [0.0, 0.0, 0.0], [0.1, -0.2, -0.1], [0.1, 0.0, 0.0], [0.0, 0.0, 0.0], [0.0, -0.1, 0.0], [0.0, -0.2, 0.2], [0.1, -0.3, 0.2], [0.0, 0.5, -0.1], [0.0, 0.0, 0.0], [-0.1, -0.1, -0.3], [0.0, 0.3, -0.1], [-0.4, -0.4, -0.3], [0.0, 0.0, 0.1], [0.1, -0.1, 0.2], [0.1, 0.0, 0.0], [0.0, -0.1, -0.1], [0.1, 0.1, 0.1], [0.4, 0.1, 0.0], [0.3, -0.3, -0.1], [-0.3, 0.4, -0.1], [0.0, 0.0, 0.0], [-0.1, 0.0, 0.1], [-0.1, 0.2, 0.2], [0.1, -0.2, 0.4], [0.0, 0.0, 0.0], [0.1, -0.1, -0.1], [0.0, -0.1, 0.0], [0.0, 0.0, 0.0], [0.1, 0.1, -0.1], [0.0, 0.0, -0.3], [0.3, -0.2, -0.2], [-0.3, 0.3, -0.2], [0.0, 0.0, 0.1], [-0.1, 0.0, 0.2], [-0.1, 0.2, 0.0], [0.0, -0.2, 0.6], [0.0, 0.0, 0.0], [0.1, -0.1, -0.1], [0.0, -0.1, 0.0], [0.0, 0.0, 0.0], [0.1, 0.0, -0.1], [0.0, 0.0, -0.3], [-0.3, -0.1, 0.0], [0.2, 0.4, 0.1], [0.1, -0.1, -0.1], [0.1, 0.0, 0.0], [0.2, 0.1, -0.1], [0.2, -0.6, -0.2], [0.0, 0.1, 0.0], [-0.2, -0.2, 0.0], [0.0, 0.0, 0.1], [0.0, 0.0, 0.1], [-0.1, 0.1, 0.0], [-0.1, 0.2, 0.1], [0.1, -0.5, 0.3], [0.1, 0.5, -0.2], [-0.2, 0.0, 0.0], [0.0, 0.0, -0.3], [-0.1, 0.2, 0.0], [-0.3, -0.4, -0.4], [0.0, 0.0, 0.1], [0.1, -0.1, 0.2], [0.1, 0.0, 0.0], [0.0, 0.0, 0.0], [0.0, 0.0, 0.1], [0.2, 0.2, 0.2], [0.1, -0.4, -0.2], [-0.2, 0.5, 0.0], [0.0, 0.0, 0.0], [-0.1, 0.0, 0.2], [0.0, 0.2, 0.1], [0.2, -0.3, 0.4], [0.0, 0.0, 0.0], [0.1, -0.1, -0.2], [-0.1, -0.1, -0.1], [0.0, 0.0, 0.0], [0.1, 0.0, 0.0], [-0.1, 0.1, -0.2]]}